Entry 1:
Below is a structure of composition C35H33N4S2Y at a distorted geometry, with properties calculated with ωB97M-V/def2-TZVPD.

Geometry as ORCA input:
```
! RIJCOSX wB97M-V def2-TZVPD def2/J DEFGRID3
* xyz 0 1
Y 0.05992 -0.88180 -0.73143
C 2.88261 -1.54809 -2.75835
N 1.84986 -0.47832 -2.69465
C 2.49167 0.81576 -2.44045
C 3.02129 0.89593 -1.03434
N 1.94295 0.85025 -0.02685
C 1.17072 2.11182 -0.04942
C 2.50414 0.54440 1.28170
C 3.03514 1.58557 2.03991
C 3.63537 1.34318 3.26577
C 3.72502 0.03262 3.71494
C 3.20146 -1.00342 2.95458
C 2.56067 -0.78421 1.72574
S 1.88411 -2.14589 0.81328
C 1.05192 -0.52447 -3.91133
C 1.23229 0.41096 -4.92402
C 0.43895 0.37811 -6.06375
C -0.52780 -0.60919 -6.18545
C -0.69124 -1.54997 -5.17778
C 0.08894 -1.53724 -4.02045
S -0.16150 -2.74784 -2.74505
H 3.66773 -1.23023 -3.45569
H 2.42185 -2.46624 -3.10587
H 3.29615 -1.74168 -1.77318
H 1.76521 1.61161 -2.61480
H 3.32293 0.99160 -3.13416
H 3.57791 1.83523 -0.92152
H 3.71312 0.08608 -0.81842
H 1.81994 2.98891 -0.13370
H 0.57771 2.19266 0.85449
H 0.47916 2.13120 -0.89402
H 2.98655 2.60106 1.66397
H 4.03893 2.16310 3.84655
H 4.19448 -0.18542 4.66763
H 3.26999 -2.02548 3.31135
H 1.98918 1.17880 -4.83184
H 0.58122 1.11636 -6.84335
H -1.16078 -0.64731 -7.06368
H -1.45759 -2.31053 -5.26352
N -1.86483 -2.45785 -0.14856
C -2.96044 -1.82268 0.52370
C -3.36382 -2.33499 1.74957
C -4.37661 -1.72693 2.47363
C -5.00415 -0.60404 1.95281
C -4.59918 -0.11099 0.72165
C -3.56769 -0.69073 -0.01837
C -3.13971 -0.03471 -1.29932
C -4.13845 0.35906 -2.19034
C -3.82864 1.13470 -3.30194
C -2.51659 1.52983 -3.51657
C -1.53006 1.09608 -2.63549
C -1.78974 0.28978 -1.51888
H -1.62397 -3.33300 0.29954
H -2.03593 -2.63157 -1.13871
H -2.87378 -3.22276 2.13737
H -4.67343 -2.13461 3.43160
H -5.79154 -0.10606 2.50367
H -5.06990 0.77754 0.31691
H -5.16813 0.06294 -2.01320
H -4.61176 1.43494 -3.98732
H -2.26058 2.15072 -4.36729
H -0.50903 1.41027 -2.85824
N -0.48579 0.01892 1.58909
C -0.29149 0.18660 2.70499
C -0.01913 0.41689 4.10948
C 0.25892 -0.67273 4.92548
C 0.55771 -0.45214 6.25983
C 0.58138 0.84487 6.75747
C 0.29734 1.92720 5.93294
C -0.01096 1.71585 4.59956
H 0.25166 -1.67080 4.50737
H 0.78114 -1.29028 6.90723
H 0.81867 1.01443 7.80033
H 0.31440 2.93449 6.32731
H -0.23605 2.54389 3.93988
*
```

Computed properties:
Maximum force ... 1.2 eV/Å
Highest occupied orbital energy ... -7.27 eV
Orbital gap ... 7.21 eV
Energy ... -65508.267 eV
Energy above the lowest of the compared OMol25 structures with the same formula, charge and spin ... 8.9 kcal/mol

Entry 2:
Below is a structure of composition C35H33NO2PRh at a distorted geometry, with properties calculated with ωB97M-V/def2-TZVPD.

Geometry as ORCA input:
```
! RIJCOSX wB97M-V def2-TZVPD def2/J DEFGRID3
* xyz 0 1
Rh 0.34923 -0.08254 -0.38558
N 1.93288 -0.01442 1.29228
C 1.89448 0.37399 2.67677
C 2.45728 -0.48143 3.61804
C 2.49641 -0.14743 4.96182
C 1.98771 1.07243 5.37847
C 1.40955 1.91741 4.44498
C 1.32470 1.57805 3.09602
C 0.57816 2.49419 2.19282
C 0.96752 3.81757 2.01366
C 0.20740 4.68205 1.24078
C -0.94973 4.22325 0.62830
C -1.35552 2.90650 0.78824
C -0.60187 2.05459 1.58609
H 2.32786 -0.94500 1.22225
H 2.56576 0.59977 0.78078
H 2.88524 -1.42115 3.28544
H 2.93713 -0.83238 5.67426
H 2.02352 1.35733 6.42147
H 0.97013 2.85513 4.76320
H 1.87894 4.16500 2.48553
H 0.52659 5.70671 1.10282
H -1.52942 4.88579 -0.00114
H -2.20784 2.51591 0.25431
O -1.84241 0.98264 -1.68343
C -0.99764 0.10039 -1.79578
C -0.98566 -0.80017 -2.99976
C -1.90079 -0.70713 -4.04329
C -1.85809 -1.62558 -5.07877
C -0.90492 -2.64339 -5.08077
C 0.02191 -2.72630 -4.05118
C -0.01473 -1.78629 -3.03005
P 1.12027 -1.60582 -1.61830
C 1.68522 -3.29251 -1.20224
C 0.90283 -4.01877 -0.30439
C 1.21171 -5.33504 0.00480
C 2.31331 -5.94079 -0.58195
C 3.09697 -5.22968 -1.47902
C 2.78616 -3.91337 -1.79252
C 2.62369 -0.83072 -2.34714
C 2.53228 0.00186 -3.46137
C 3.60017 0.80049 -3.84170
C 4.78245 0.78543 -3.11622
C 4.89512 -0.05062 -2.01595
C 3.82820 -0.85629 -1.64116
H -2.64821 0.07634 -4.00778
H -2.57828 -1.56703 -5.88520
H -0.88759 -3.36633 -5.88613
H 0.77338 -3.50781 -4.04949
H 0.04760 -3.53595 0.15689
H 0.59535 -5.88601 0.70347
H 2.56111 -6.96674 -0.34135
H 3.95389 -5.70239 -1.94212
H 3.39700 -3.37265 -2.50209
H 1.60801 0.03842 -4.02546
H 3.50586 1.44490 -4.70675
H 5.61190 1.41513 -3.41096
H 5.81930 -0.08508 -1.45207
H 3.94161 -1.51892 -0.78911
C -2.01377 0.79090 3.83705
C -2.03371 0.20746 2.43331
C -1.78778 -1.29115 2.45090
C -3.33369 0.53398 1.70991
O -0.89385 0.71097 1.68418
H -2.86633 0.41222 4.40284
H -2.08634 1.88033 3.80764
H -1.09632 0.51190 4.35688
H -2.61704 -1.80616 2.93726
H -0.86521 -1.51232 2.99084
H -1.68662 -1.65464 1.42642
H -4.15523 -0.02537 2.16000
H -3.25298 0.26089 0.65654
H -3.57189 1.59526 1.78366
*
```

Computed properties:
Maximum force ... 1.6 eV/Å
Highest occupied orbital energy ... -6.73 eV
Orbital gap ... 7.32 eV
Energy ... -54713.436 eV
Energy above the lowest of the compared OMol25 structures with the same formula, charge and spin ... 2.4 kcal/mol

Entry 3:
Below is a cluster of 7 separate species, C35H34BF49O8 in total at a distorted geometry, with properties calculated with ωB97M-V/def2-TZVPD.

Geometry as ORCA input:
```
! RIJCOSX wB97M-V def2-TZVPD def2/J DEFGRID3
* xyz 0 1
F -2.72692 2.05548 -2.32708
C -3.30706 2.19285 -1.11950
F -4.30708 3.09986 -1.25432
C -2.33362 2.65770 -0.04070
F -1.88796 3.90907 -0.28215
F -3.05759 2.71622 1.11505
C -1.13710 1.73686 0.24759
O 0.12354 2.04734 -0.33287
C 0.45249 1.64128 -1.60103
F -0.43531 0.72352 -2.04752
F 1.64238 0.98894 -1.50209
C 0.64901 2.80566 -2.57273
F -0.45555 3.57807 -2.62785
F 0.87730 2.30394 -3.80964
H -3.74850 1.23871 -0.82429
H -0.95738 1.85220 1.31548
H -1.39589 0.68730 0.10948
H 1.49852 3.41652 -2.26537
F -5.39384 -2.84486 -0.45719
C -4.48564 -2.56756 -1.41213
F -3.36847 -2.10663 -0.78800
C -4.97601 -1.49599 -2.39069
F -5.12494 -0.31482 -1.74671
F -3.97123 -1.32994 -3.29142
C -6.24530 -1.79517 -3.20422
O -7.47915 -1.27265 -2.73671
C -8.22990 -1.93420 -1.79097
F -7.77598 -3.18669 -1.58516
F -9.47836 -2.04631 -2.28882
C -8.34138 -1.14151 -0.48406
F -7.12376 -0.85881 0.02549
F -9.01176 -1.88008 0.43033
H -4.22834 -3.48746 -1.94331
H -6.09387 -1.28248 -4.15247
H -6.32505 -2.85328 -3.45303
H -8.87602 -0.20521 -0.65479
F 1.68231 -3.09416 -0.18997
C 1.36457 -1.85538 0.24755
F 2.50429 -1.12901 0.21555
C 0.80451 -1.86149 1.67068
F 1.74868 -2.26720 2.54444
F 0.53629 -0.55790 1.97909
C -0.49635 -2.64837 1.89618
O -0.39775 -3.96940 2.40969
C -0.16630 -5.04904 1.59218
F -0.30412 -4.72722 0.29066
F -1.12014 -5.96533 1.87200
C 1.18358 -5.71573 1.87974
F 2.20246 -4.84116 1.75952
F 1.38679 -6.71414 0.98804
H 0.65807 -1.40336 -0.45580
H -1.02763 -2.11031 2.67483
H -1.14719 -2.60472 1.02135
H 1.19293 -6.12748 2.89085
F -5.58152 -0.96757 4.46651
C -6.89233 -1.17481 4.22626
F -7.57133 -0.84773 5.35021
C -7.18811 -2.63497 3.87696
F -6.94028 -3.43087 4.93959
F -8.52912 -2.69600 3.64287
C -6.50878 -3.22290 2.62926
O -5.32815 -3.99598 2.80281
C -4.09157 -3.40840 2.89035
F -4.13556 -2.10242 2.55277
F -3.30270 -4.01782 1.97462
C -3.43152 -3.62315 4.25945
F -4.20264 -3.16620 5.26047
F -2.26023 -2.93784 4.28140
H -7.22043 -0.51222 3.42017
H -7.22574 -3.94112 2.23593
H -6.38555 -2.47488 1.84547
H -3.23476 -4.68362 4.42862
F 0.72765 7.89855 3.62927
C -0.61161 7.82607 3.75465
F -0.92676 8.21620 5.01343
C -1.13600 6.40616 3.53143
F -0.69200 5.58465 4.50736
F -2.49077 6.48253 3.67036
C -0.88231 5.75473 2.16210
O 0.21575 4.86339 2.02908
C 1.48808 5.31686 1.76476
F 1.48612 6.61966 1.42035
F 1.93393 4.62790 0.69200
C 2.45679 5.02602 2.91433
F 2.01971 5.56192 4.07007
F 3.66182 5.57056 2.62834
H -1.07757 8.52267 3.05187
H -1.74550 5.11482 1.99104
H -0.90130 6.48552 1.35371
H 2.57017 3.94793 3.04712
F 4.91731 -3.80250 -3.09134
C 4.68754 -3.15335 -1.93223
F 4.82223 -1.82410 -2.18187
C 5.66780 -3.55713 -0.83107
F 6.92267 -3.17093 -1.15399
F 5.30656 -2.84056 0.26891
C 5.68288 -5.03248 -0.39749
O 6.67417 -5.89017 -0.94377
C 6.49688 -6.51529 -2.15599
F 5.22627 -6.40543 -2.59003
F 6.73018 -7.83172 -1.95584
C 7.50615 -6.03865 -3.20449
F 7.44245 -4.70442 -3.37293
F 7.22550 -6.62570 -4.39103
H 3.65783 -3.33654 -1.61689
H 5.92819 -5.00467 0.66257
H 4.69026 -5.47941 -0.45610
H 8.52016 -6.30654 -2.90030
O 3.79266 3.70014 -3.13531
C 4.45628 2.86756 -2.53540
O 3.94922 2.22845 -1.41502
C 5.83419 2.44353 -2.94347
C 6.76943 3.64416 -3.19435
B 6.51631 4.89141 -2.27662
C 6.80848 6.33252 -2.86608
C 6.05641 6.50253 -4.17442
F 5.75843 7.83910 -4.36996
H 3.62084 1.37704 -1.73401
H 6.23413 1.73518 -2.23576
H 5.72018 1.91756 -3.88563
H 7.79633 3.32401 -3.01260
H 6.72217 3.88048 -4.24902
H 6.15076 4.81386 -1.14452
H 6.41714 7.05722 -2.16419
H 7.87005 6.45825 -3.05683
H 6.65295 6.18300 -5.02194
H 5.13384 5.92945 -4.19916
*
```

Computed properties:
SMILES ... FC(F)C(F)(F)COC(F)(F)C(F)F.FC(F)C(F)(F)COC(F)(F)C(F)F.FC(F)C(F)(F)COC(F)(F)C(F)F.FC(F)C(F)(F)COC(F)(F)C(F)F.FC(F)C(F)(F)COC(F)(F)C(F)F.FC(F)C(F)(F)COC(F)(F)C(F)F.O=C(O)CCBCCF
Maximum force ... 1.9 eV/Å
Highest occupied orbital energy ... -10.73 eV
Orbital gap ... 10.85 eV
Energy ... -187059.620 eV
Energy above the lowest of the compared OMol25 structures with the same formula, charge and spin ... 0.0 kcal/mol

Entry 4:
Below is a structure of composition C35H34BrGeN5O2SW at a distorted geometry, with properties calculated with ωB97M-V/def2-TZVPD.

Geometry as ORCA input:
```
! RIJCOSX wB97M-V def2-TZVPD def2/J DEFGRID3
* xyz 3 2
W -0.69372 -1.41859 0.34447
O -2.15601 -3.52364 -4.29356
C -1.66539 -2.30626 -4.60002
C -1.16286 -2.00500 -5.86824
C -0.59701 -0.77245 -6.11847
C -0.55652 0.19301 -5.12038
C -1.08565 -0.08159 -3.86606
C -1.63780 -1.32278 -3.59347
C -2.07446 -1.72319 -2.19878
O -0.95606 -1.92585 -1.38755
N -2.87264 -0.70880 -1.49540
N -2.62274 -0.82523 -0.13615
C -2.76758 0.21173 0.78387
C -1.57950 0.25605 1.45550
Br -1.21954 -2.69183 2.38139
C -1.22217 0.92241 2.75081
C -1.84399 2.25522 3.08510
C -2.26509 2.51008 4.39409
C -2.66352 3.78130 4.76180
C -2.69982 4.80465 3.81902
C -2.29284 4.55374 2.51160
C -1.88470 3.28556 2.14710
H -2.19246 -4.08283 -5.08535
H -1.21663 -2.74969 -6.64683
H -0.18622 -0.56335 -7.09215
H -0.11301 1.15492 -5.31687
H -1.07497 0.68241 -3.10163
H -2.64021 -2.67294 -2.28363
H -3.83343 -0.57268 -1.80602
H -3.69063 0.78131 0.87352
H -1.56455 0.20974 3.52182
H -2.25859 1.72355 5.13191
H -2.95171 3.98599 5.78165
H -3.08156 5.77706 4.08813
H -2.30702 5.34797 1.78232
H -1.57800 3.09791 1.13303
N -1.40114 -4.29325 -0.27067
N -0.37235 -5.15431 0.17292
C 0.89462 -4.73687 0.28154
N 1.85829 -5.58954 0.57148
S 1.30878 -3.09080 0.04114
H -2.25861 -4.53640 0.23312
H -1.57961 -4.46064 -1.26885
H -0.58738 -6.13774 0.30872
H 1.71148 -6.57951 0.71254
H 2.81287 -5.26071 0.62313
C 5.44365 -0.55641 -1.84901
C 5.35496 -0.31761 -0.48408
C 4.12070 -0.12087 0.11224
C 2.97263 -0.12950 -0.67458
C 3.06928 -0.33265 -2.05300
C 4.30242 -0.53614 -2.63905
Ge 1.12406 0.18239 0.04100
C 0.57512 2.04619 -0.41532
C 1.43004 3.12515 -0.20577
C 0.98994 4.41608 -0.45259
C -0.27735 4.63172 -0.97382
C -1.11404 3.55748 -1.23954
C -0.69439 2.27211 -0.94249
C 1.09979 -0.00495 2.05987
C 0.36295 1.00109 2.90951
C 0.64062 0.84561 4.37010
C 1.30553 -0.21441 4.89148
C 1.89871 -1.17482 4.04882
C 1.81252 -1.02888 2.66751
H 6.40453 -0.76647 -2.29528
H 6.24918 -0.28521 0.12046
H 4.05229 0.06805 1.17496
H 2.17160 -0.32639 -2.66260
H 4.37748 -0.68921 -3.70424
H 2.43074 2.94313 0.16132
H 1.64168 5.25316 -0.24903
H -0.61422 5.63652 -1.17373
H -2.09457 3.72196 -1.65850
H -1.36879 1.42713 -1.09898
H 0.65788 2.01223 2.58446
H 0.23305 1.60719 5.01807
H 1.42442 -0.31091 5.95980
H 2.45796 -1.99268 4.47225
H 2.38132 -1.70821 2.03813
*
```

Computed properties:
Maximum force ... 3.7 eV/Å
Highest occupied orbital energy (spin up / spin down) ... -15.64 / -15.64 eV
Orbital gap (spin up / spin down) ... 4.75 / 4.73 eV
Energy ... -187582.220 eV

Entry 5:
Below is a structure of composition C35H35BrN4O4S3SbY, with properties calculated with ωB97M-V/def2-TZVPD.

Geometry as ORCA input:
```
! RIJCOSX wB97M-V def2-TZVPD def2/J DEFGRID3
* xyz 0 1
Y -0.35276 -0.81223 0.55912
C -1.15111 0.69291 6.21634
C -2.08430 -0.33205 6.11130
C -2.39240 -0.87892 4.87737
C -1.74758 -0.38776 3.75207
C -0.80778 0.62533 3.84353
C -0.51209 1.17338 5.08238
N -2.01648 -0.88024 2.42749
N -3.01741 -1.61344 2.31645
C -3.30940 -2.04772 0.97492
C -4.58158 -2.60516 0.86635
C -5.04203 -2.99180 -0.37906
C -4.21576 -2.81118 -1.48021
C -2.94323 -2.27322 -1.32223
C -2.41120 -1.87590 -0.08832
H -0.92023 1.11214 7.18662
H -2.57270 -0.71140 6.99860
H -3.10879 -1.68133 4.78091
H -0.30530 0.99178 2.95569
H 0.22003 1.96542 5.15355
H -5.18999 -2.71607 1.75254
H -6.02999 -3.41747 -0.49107
H -4.56670 -3.09088 -2.46549
H -2.35063 -2.14636 -2.22468
N 2.06935 -2.37652 0.19987
C 2.02079 -3.37873 1.27783
C 1.41123 -2.74984 2.53440
O 1.76888 -3.08929 3.64096
O 0.53770 -1.83697 2.26185
H 2.51346 -2.80435 -0.60764
H 2.70364 -1.62842 0.48481
H 3.00087 -3.79714 1.52650
H 1.36961 -4.19769 0.95745
O -3.18831 3.89889 -3.85034
C -2.65120 2.89530 -3.12353
C -1.83536 1.90944 -3.66603
C -1.32561 0.95440 -2.81406
N -1.56031 0.89078 -1.50256
C -2.36221 1.83228 -1.03175
Br -2.78406 1.76171 0.80649
C -2.93329 2.85555 -1.76628
H -2.91451 3.81683 -4.77092
H -1.57981 1.89689 -4.71553
H -0.66332 0.20038 -3.21425
H -3.57015 3.59347 -1.30801
O 0.48712 1.13844 0.62446
C 1.60796 1.93537 0.48731
C 2.85913 1.10600 0.74509
C 3.95388 0.84652 -0.02865
C 4.89123 -0.00652 0.61299
C 4.48202 -0.37557 1.86016
S 2.97674 0.31461 2.26812
C 1.57439 3.06879 1.50245
C 0.46755 3.54371 2.13732
C 0.74601 4.66624 2.96088
C 2.06011 5.01940 2.92118
S 2.97273 3.96302 1.93756
C 1.63280 2.50066 -0.92368
C 1.86484 1.80699 -2.07611
C 1.72418 2.60118 -3.24086
C 1.36274 3.88262 -2.94443
S 1.21184 4.12315 -1.26292
H 4.09663 1.26761 -1.01117
H 5.81946 -0.32603 0.16753
H 4.98436 -1.01994 2.55928
H -0.50359 3.10305 1.99920
H 0.00611 5.18596 3.54658
H 2.54450 5.82130 3.44892
H 2.12630 0.76162 -2.08476
H 1.89177 2.24354 -4.24503
H 1.20659 4.69815 -3.62724
C -0.69886 -2.55437 -4.38386
Sb 0.54068 -2.21232 -2.67342
C 2.20345 -1.42030 -3.76542
C 1.29057 -4.21328 -2.58120
H -0.07541 -2.87921 -5.21410
H -1.24407 -1.65850 -4.67044
H -1.42161 -3.33186 -4.15006
H 2.50707 -2.14278 -4.52064
H 3.04171 -1.21632 -3.10358
H 1.91742 -0.49144 -4.25378
H 1.19889 -4.65521 -3.57115
H 0.73240 -4.81109 -1.86718
H 2.34237 -4.21797 -2.30280
*
```

Computed properties:
Maximum force ... 0.8 eV/Å
Highest occupied orbital energy ... -8.33 eV
Orbital gap ... 8.15 eV
Energy ... -161144.041 eV
Energy above the lowest of the compared OMol25 structures with the same formula, charge and spin ... 24.5 kcal/mol